Record 1
DFT (the ωB97M-V functional and the def2-TZVPD basis) results for C45H64BLiN9Sb as an isolated structure.

Computed properties:
* Kohn-Sham gap: 8.577 eV
* molecular weight: 870.6 g/mol
* E_tot: -68539.2859 eV

The geometry in XYZ format:
```
121
Properties=species:S:1:pos:R:3:forces:R:3:mulliken_charge:R:1
Li 0.102 0.943 0.580 0.00 -0.11 -0.10 1.43
C 0.137 3.878 -3.479 -0.04 -0.03 0.01 -1.58
C -1.069 3.304 -2.719 0.04 0.01 0.07 0.47
C -1.271 4.064 -1.415 0.01 -0.01 -0.03 -0.69
C -0.961 1.799 -2.616 0.17 0.03 -0.16 -0.07
C -1.170 0.980 -3.736 -0.07 0.05 0.03 -1.63
C -0.917 -0.305 -3.313 0.01 0.04 0.03 0.26
C -0.909 -1.541 -4.172 0.03 -0.01 0.01 0.87
C -2.150 -1.601 -5.065 0.05 0.03 -0.02 -1.83
C 0.366 -1.570 -5.023 0.01 -0.01 0.03 -1.65
N -0.586 -0.233 -2.000 0.01 -0.01 -0.04 0.90
N -0.593 1.064 -1.566 -0.10 -0.18 -0.17 0.42
B -0.242 -1.423 -1.064 0.04 0.07 0.01 -0.37
N 1.249 -1.372 -0.627 0.00 -0.01 -0.06 0.69
N 1.735 -0.470 0.269 -0.05 -0.37 0.06 0.43
C 3.012 -0.798 0.477 -0.05 -0.05 0.04 -0.66
C 3.362 -1.900 -0.323 0.06 0.08 -0.09 -1.40
C 2.218 -2.233 -1.016 -0.01 -0.02 0.11 0.14
C 2.013 -3.402 -1.938 0.01 -0.01 0.02 1.67
C 1.493 -4.605 -1.142 0.00 0.02 -0.02 -1.52
C 3.306 -3.761 -2.670 -0.02 0.01 0.01 -2.00
C 3.910 -0.156 1.511 -0.02 0.05 0.01 2.65
C 4.413 1.241 1.141 0.00 -0.02 -0.01 -1.26
C 5.106 -1.059 1.817 -0.04 -0.02 0.04 -2.16
N -1.205 -1.528 0.147 0.00 0.02 -0.07 0.54
N -1.205 -0.612 1.150 0.00 -0.23 0.04 0.83
C -2.088 -1.033 2.052 0.01 -0.04 0.02 -0.82
C -2.677 -2.237 1.624 -0.04 0.04 -0.01 -1.29
C -2.099 -2.515 0.403 0.04 0.01 0.07 0.48
C -2.437 -3.624 -0.552 -0.03 0.00 -0.01 1.15
C -3.094 -4.798 0.168 0.02 0.01 -0.01 -2.09
C -3.345 -3.087 -1.662 0.03 0.00 0.01 -1.13
C -2.410 -0.307 3.336 -0.05 0.03 -0.04 1.77
C -3.903 0.033 3.415 0.06 0.03 -0.03 -1.59
C -2.062 -1.134 4.580 -0.02 0.00 -0.08 -1.55
H -0.083 4.888 -3.831 0.01 0.00 0.03 0.50
H 1.006 3.933 -2.821 0.00 0.00 -0.04 0.24
H 0.398 3.261 -4.340 -0.01 0.02 -0.01 0.34
H -1.951 3.480 -3.343 -0.01 -0.01 -0.03 0.68
H -0.496 3.805 -0.696 -0.03 0.02 -0.01 -0.02
H -1.216 5.138 -1.607 0.00 0.00 0.00 0.58
H -2.239 3.852 -0.968 0.03 0.03 -0.02 -0.11
H -1.468 1.298 -4.724 0.01 -0.01 0.02 0.58
H -0.899 -2.422 -3.533 -0.08 -0.01 0.04 -0.11
H -2.128 -0.800 -5.809 -0.02 -0.01 0.01 0.36
H -2.184 -2.552 -5.600 0.01 0.02 -0.01 0.44
H -3.067 -1.496 -4.487 -0.01 -0.02 0.02 0.35
H 0.417 -0.686 -5.662 0.00 -0.01 0.01 0.35
H 1.258 -1.580 -4.392 -0.01 0.02 -0.03 0.33
H 0.382 -2.457 -5.661 0.01 0.00 0.02 0.42
H -0.381 -2.419 -1.697 -0.01 0.00 0.03 -0.79
H 4.319 -2.388 -0.392 -0.01 0.00 0.03 0.48
H 1.267 -3.135 -2.688 0.00 0.02 0.01 -0.67
H 2.244 -4.912 -0.411 -0.01 -0.02 0.00 0.34
H 0.583 -4.350 -0.598 0.01 -0.01 -0.01 0.24
H 1.284 -5.452 -1.800 0.00 0.01 0.01 0.37
H 4.039 -4.188 -1.981 0.01 0.03 -0.01 0.35
H 3.107 -4.503 -3.445 0.01 -0.02 0.02 0.44
H 3.753 -2.884 -3.139 -0.01 -0.01 -0.02 0.42
H 3.332 -0.064 2.434 -0.03 0.05 -0.04 -0.98
H 4.792 1.262 0.116 0.02 -0.01 0.01 0.26
H 3.627 1.985 1.231 0.00 0.01 -0.03 -0.05
H 5.229 1.532 1.807 -0.01 0.00 0.00 0.57
H 5.777 -1.129 0.958 0.00 0.00 0.01 0.36
H 5.674 -0.646 2.652 0.02 0.00 -0.02 0.49
H 4.790 -2.069 2.087 0.01 0.00 -0.01 0.42
H -3.432 -2.816 2.131 0.02 0.00 -0.01 0.45
H -1.517 -3.983 -1.015 0.01 0.00 0.02 -0.27
H -4.082 -4.524 0.545 0.01 0.00 0.01 0.32
H -3.220 -5.636 -0.519 -0.03 0.01 0.00 0.48
H -2.488 -5.133 1.012 -0.01 -0.02 -0.01 0.41
H -4.291 -2.742 -1.237 0.01 -0.01 -0.01 0.35
H -2.875 -2.240 -2.164 -0.02 0.02 -0.04 0.05
H -3.560 -3.859 -2.405 0.00 0.01 0.01 0.34
H -1.832 0.618 3.350 0.02 0.01 -0.02 -0.71
H -4.499 -0.883 3.423 0.00 0.02 0.00 0.32
H -4.118 0.581 4.334 -0.01 0.00 0.00 0.42
H -4.232 0.639 2.575 -0.01 0.06 -0.11 0.33
H -2.617 -2.075 4.575 0.01 0.00 0.01 0.34
H -1.004 -1.368 4.643 0.09 -0.04 -0.02 0.30
H -2.339 -0.585 5.483 0.00 0.00 -0.01 0.45
C -3.546 1.101 -0.389 -0.02 -0.02 0.06 -0.68
C -3.198 2.183 0.591 0.05 -0.13 0.00 -0.26
C -4.167 3.111 0.975 -0.04 -0.02 0.05 -0.40
C -3.846 4.105 1.877 -0.03 0.01 0.01 -1.04
C -2.553 4.158 2.373 0.03 -0.03 -0.05 -0.78
C -1.635 3.207 1.939 -0.07 -0.10 0.00 -0.52
N -1.949 2.239 1.071 0.24 0.21 0.21 1.68
Sb 0.357 3.549 2.717 -0.04 0.26 0.09 0.79
C 0.949 1.713 3.698 0.00 0.01 -0.01 -0.43
C 1.398 1.926 4.999 -0.06 -0.03 -0.04 -0.88
C 1.783 0.828 5.750 0.02 -0.01 0.06 -0.98
C 1.713 -0.425 5.176 0.07 -0.01 0.00 -0.74
C 1.274 -0.563 3.859 0.00 0.14 -0.07 0.11
C 1.235 -1.927 3.228 -0.10 0.12 0.04 -0.29
N 0.894 0.505 3.137 -0.01 -0.06 -0.01 1.54
C 1.518 3.569 0.888 0.11 -0.09 0.00 -0.72
C 2.232 4.754 0.744 -0.02 -0.07 0.02 -0.81
C 3.082 4.890 -0.341 0.04 0.03 -0.05 -1.10
C 3.181 3.844 -1.232 0.02 0.04 0.00 -0.60
C 2.420 2.691 -1.044 -0.07 -0.15 0.02 0.16
C 2.530 1.571 -2.038 -0.02 0.01 0.02 -0.23
N 1.598 2.558 0.008 -0.13 0.32 0.24 1.62
H -4.508 1.306 -0.859 0.00 0.00 0.01 0.60
H -3.607 0.134 0.117 0.02 -0.03 0.04 -0.13
H -2.775 1.016 -1.153 -0.10 -0.01 0.08 -0.14
H -5.164 3.041 0.562 0.01 -0.01 -0.01 0.48
H -4.589 4.832 2.184 0.01 0.00 0.00 0.42
H -2.254 4.933 3.068 -0.01 -0.01 0.02 0.47
H 1.435 2.925 5.413 0.00 0.00 0.00 0.49
H 2.129 0.948 6.769 0.00 0.01 0.00 0.39
H 2.005 -1.305 5.735 -0.01 -0.01 -0.01 0.55
H 1.462 -2.695 3.968 -0.03 0.01 -0.01 0.65
H 1.959 -1.994 2.420 0.10 0.00 -0.12 -0.29
H 0.260 -2.125 2.787 -0.07 0.03 -0.05 -0.33
H 2.128 5.547 1.474 0.01 0.00 0.00 0.55
H 3.660 5.795 -0.484 0.00 0.00 0.01 0.43
H 3.844 3.908 -2.086 -0.02 -0.01 -0.01 0.51
H 3.256 1.822 -2.811 0.00 0.02 0.00 0.57
H 1.565 1.382 -2.507 0.03 -0.02 0.01 -0.42
H 2.836 0.647 -1.547 0.00 0.03 -0.02 -0.37
```
Positions in Å, forces in eV/Å.



Record 2
DFT (the ωB97M-V functional and the def2-TZVPD basis) results for a 2-piece molecular cluster, C12H15NSe overall in a non-equilibrium geometry.

Computed properties:
* structure (SMILES): C=C(C#N)CCc1ccccc1.C[SeH]
* Kohn-Sham gap: 9.164 eV
* molecular weight: 252.2 g/mol
* energy relative to the best compared isomer or geometry (same formula, charge and spin): 0.0 kJ/mol
* E_tot: -79520.9075 eV

The geometry in XYZ format:
```
29
Properties=species:S:1:pos:R:3:forces:R:3:mulliken_charge:R:1
C 1.142 2.181 -0.799 1.43 0.37 3.61 -1.04
C 0.763 1.354 0.207 -0.11 1.33 -1.11 0.60
C 1.406 1.530 1.479 -0.68 -0.65 -1.25 0.10
N 1.947 1.539 2.480 0.70 0.12 1.39 -0.50
C -0.272 0.281 0.015 0.58 -0.37 1.53 -0.49
C 0.422 -1.107 -0.015 -1.72 1.35 1.39 -0.95
C -0.329 -2.084 -0.778 -1.03 -2.40 -2.52 0.38
C 0.219 -2.638 -1.957 -1.90 -1.56 -0.84 -0.34
C -0.515 -3.636 -2.711 2.81 0.70 -0.04 -0.51
C -1.693 -4.135 -2.242 -2.54 -1.86 -1.21 -0.18
C -2.335 -3.565 -1.131 -0.16 -0.38 0.48 -0.58
C -1.639 -2.571 -0.401 1.48 -1.51 -3.35 -0.34
H 0.761 2.052 -1.759 -0.53 0.12 -1.50 0.37
H 1.878 2.990 -0.483 -1.02 -1.09 -1.09 0.21
H -1.037 0.269 0.823 0.37 0.32 -0.62 0.32
H -0.714 0.503 -0.918 -0.79 0.00 -1.01 0.46
H 0.403 -1.480 0.984 0.48 -0.08 1.09 0.35
H 1.411 -0.902 -0.284 1.52 -0.48 -0.85 0.62
H 1.177 -2.497 -2.459 0.06 0.89 0.94 0.31
H 0.086 -4.019 -3.613 -1.52 0.30 1.37 0.24
H -2.271 -5.003 -2.784 1.40 1.81 0.93 0.22
H -3.390 -4.011 -0.840 2.43 1.31 -0.32 0.24
H -2.160 -2.239 0.394 -1.19 1.55 2.89 0.52
C 0.322 4.365 3.042 -1.48 2.49 -1.13 -0.74
Se 1.470 5.169 1.616 -1.37 0.21 0.26 -0.19
H -0.749 4.650 2.802 1.29 -0.68 -0.06 0.27
H 0.530 3.356 3.028 -0.04 -2.11 0.00 0.18
H 0.473 4.753 4.023 0.61 0.54 0.55 0.34
H 2.694 4.896 2.282 0.92 -0.23 0.49 0.13
```
Positions in Å, forces in eV/Å.



Record 3
DFT (the ωB97M-V functional and the def2-TZVPD basis) results for C20H55AsF6N5O10 as an isolated structure in a non-equilibrium geometry.

Computed properties:
* Kohn-Sham gap: 9.334 eV
* molecular weight: 714.6 g/mol
* net charge: -1
* E_tot: -126706.8972 eV

The geometry in XYZ format:
```
97
Properties=species:S:1:pos:R:3:forces:R:3:mulliken_charge:R:1
As -0.699 0.194 -0.555 -0.48 1.00 0.17 2.16
F 0.887 0.361 0.239 -1.62 -0.59 -0.51 -0.54
F -0.008 -0.818 -1.812 -0.68 -0.07 1.18 -0.38
F -2.293 0.167 -1.416 1.27 -0.48 0.94 -0.40
F -1.458 1.246 0.654 0.49 -0.14 -0.60 -0.49
F -0.295 1.584 -1.574 -0.22 -0.48 0.73 -0.57
F -1.282 -1.143 0.569 1.54 1.35 -2.18 -0.59
C -3.547 4.748 0.735 -1.87 -0.03 0.20 -0.65
C -2.206 5.356 0.832 0.54 1.64 0.12 0.66
O -2.016 6.540 1.149 -0.34 -0.91 -0.16 -0.73
N -1.194 4.560 0.500 1.01 -1.16 -0.56 0.09
C 0.167 5.042 0.498 0.67 -0.32 0.53 -1.14
H -3.591 3.677 0.461 0.20 0.76 0.02 0.03
H -4.146 5.353 0.008 0.48 -0.64 0.50 0.22
H -4.045 4.879 1.714 0.17 -0.05 -0.40 0.28
H -1.380 3.594 0.283 0.05 -0.03 -0.07 0.14
H 0.322 5.545 1.436 0.33 0.11 0.58 0.38
H 0.338 5.810 -0.224 -0.14 0.48 -0.83 0.32
H 0.967 4.280 0.357 -1.06 0.13 0.16 0.35
C -3.977 -3.458 -3.465 -0.15 0.22 0.66 -1.28
C -3.629 -3.465 -2.015 1.41 -2.59 0.86 0.75
O -3.021 -4.438 -1.522 -0.17 0.63 -0.70 -0.78
N -3.933 -2.470 -1.209 -1.46 1.62 -1.26 0.16
C -4.893 -1.437 -1.496 -1.32 -0.79 -1.04 -1.20
H -5.042 -3.515 -3.567 -0.77 0.26 -0.23 0.37
H -3.574 -4.352 -3.904 0.41 -0.12 -0.24 0.34
H -3.597 -2.535 -3.880 0.00 0.12 -0.49 0.34
H -3.378 -2.306 -0.425 0.92 -0.32 1.46 0.19
H -5.874 -1.924 -1.813 1.08 0.74 0.50 0.36
H -4.611 -0.726 -2.274 0.23 -0.03 0.01 0.28
H -5.036 -0.914 -0.577 -0.37 0.53 0.47 0.39
C 0.540 -2.255 4.118 -0.51 -1.87 0.10 -1.01
C 1.195 -0.941 3.924 -0.01 1.83 -0.68 0.67
O 2.413 -0.804 3.811 -0.65 -0.33 0.30 -0.64
N 0.369 0.175 3.889 0.86 -1.61 0.24 -0.10
C 0.968 1.447 3.726 -0.12 2.37 0.63 -0.86
H 1.272 -2.843 4.668 0.04 -0.13 0.09 0.39
H 0.398 -2.843 3.167 -0.03 0.92 0.73 0.07
H -0.396 -2.289 4.728 0.62 0.41 -0.77 0.36
H -0.569 0.052 3.572 -0.42 -0.15 0.02 0.25
H 0.195 2.262 3.847 0.71 -0.94 0.07 0.35
H 1.413 1.630 2.763 0.24 -0.26 -0.65 0.21
H 1.777 1.618 4.470 -0.62 -0.23 -0.32 0.28
C 6.706 0.952 2.659 -0.38 -0.25 -0.44 -1.19
C 6.232 -0.043 1.614 -1.17 -0.08 1.61 0.72
O 6.880 -0.199 0.608 -0.02 -0.43 -1.22 -0.66
N 5.035 -0.713 1.896 1.51 1.21 -0.23 -0.01
C 4.363 -1.440 0.850 0.45 0.32 -0.84 -0.87
H 7.784 0.996 2.770 -0.02 0.02 -0.31 0.32
H 6.257 0.762 3.584 -0.44 -0.79 1.74 0.41
H 6.266 1.913 2.465 0.22 0.66 -0.79 0.27
H 4.557 -0.553 2.779 0.06 0.04 -0.47 0.30
H 4.906 -2.319 0.583 0.64 -0.82 -0.08 0.32
H 4.323 -0.880 -0.115 -0.35 -0.03 0.85 0.10
H 3.412 -1.785 1.194 -0.73 0.23 0.10 0.34
C -2.197 -5.005 1.587 -0.49 1.48 -1.68 -0.67
C -2.821 -3.933 2.467 -0.79 -0.76 1.68 0.81
O -3.385 -4.172 3.539 -0.11 -0.30 -0.59 -0.77
N -2.613 -2.680 2.082 0.86 0.49 -2.26 0.33
C -3.199 -1.434 2.493 0.09 -1.83 2.75 -1.00
H -1.332 -4.545 1.089 0.14 -0.36 0.24 0.03
H -2.800 -5.334 0.675 0.35 0.24 1.67 0.16
H -1.890 -5.751 2.264 0.28 -1.29 0.31 0.39
H -2.016 -2.613 1.269 -0.23 0.09 0.30 -0.05
H -2.655 -1.033 3.344 0.40 0.33 0.14 0.16
H -4.169 -1.620 2.940 -0.52 0.09 -0.51 0.41
H -3.131 -0.767 1.705 -0.39 1.36 -1.39 0.26
C 1.022 4.447 -3.032 -0.30 -0.90 -0.87 -0.44
O 1.451 3.648 -4.208 -0.95 -0.77 1.75 -0.55
H 1.809 5.167 -2.852 0.08 0.12 0.12 0.34
H 0.079 4.960 -3.254 0.21 0.10 -0.21 0.31
H 0.799 3.867 -2.118 0.53 -0.11 -0.56 -0.01
H 1.163 2.708 -4.049 0.39 1.50 -0.18 0.32
C -3.522 2.417 -2.795 -2.45 -1.45 -2.03 -0.52
O -4.135 2.475 -1.528 0.66 0.29 0.18 -0.55
H -3.789 3.241 -3.440 -0.45 0.84 0.44 0.37
H -2.474 2.356 -2.904 1.31 -0.39 0.78 0.12
H -4.012 1.559 -3.371 0.96 0.59 0.57 0.21
H -3.728 1.777 -0.998 0.02 0.00 -0.10 0.20
C 0.638 -4.592 -1.544 -0.16 0.00 0.06 -0.47
O -0.505 -5.374 -1.358 0.10 -1.31 -0.16 -0.55
H 1.563 -5.173 -1.600 -0.40 -0.47 -0.33 0.34
H 0.580 -3.932 -2.395 0.03 0.20 -0.48 0.22
H 0.774 -4.014 -0.670 0.34 1.23 1.09 0.14
H -1.345 -4.887 -1.371 0.30 0.19 -0.23 0.40
C 4.582 2.485 -0.997 -0.83 0.60 -0.96 -0.37
O 5.910 2.478 -0.576 0.54 -0.03 0.30 -0.54
H 4.454 2.193 -2.034 0.38 0.34 -0.73 0.31
H 3.930 1.751 -0.557 -0.26 -0.19 1.21 0.07
H 4.169 3.516 -0.895 0.31 -0.84 0.14 0.24
H 6.298 1.597 -0.681 -0.14 0.05 0.16 0.29
C 2.956 -1.114 -3.819 2.27 1.04 1.35 -0.43
O 1.912 -1.905 -3.416 -1.61 -0.86 1.16 -0.49
H 3.594 -1.529 -4.619 -0.89 -0.18 0.09 0.28
H 2.674 -0.108 -4.037 -0.59 0.82 -0.90 0.18
H 3.695 -0.901 -3.005 -0.27 -0.56 -0.11 0.11
H 1.416 -1.562 -2.608 1.26 -0.32 -1.71 0.33
```
Positions in Å, forces in eV/Å.



Record 4
DFT (the ωB97M-V functional and the def2-TZVPD basis) results for one molecule with the formula C2H3FS in a non-equilibrium geometry.

Computed properties:
* Kohn-Sham gap (alpha / beta): 7.636 / 6.974 eV
* molecular weight: 78.1 g/mol
* energy relative to the best compared isomer or geometry (same formula, charge and spin): 220.8 kJ/mol
* E_tot: -15672.2313 eV

The geometry in XYZ format:
```
7
Properties=species:S:1:pos:R:3:forces:R:3:mulliken_charge:R:1
C 0.058 -0.274 0.472 1.74 0.55 0.41 -0.40
C -0.839 -0.009 -0.669 -1.28 3.53 2.20 -0.02
F -1.530 -0.866 -1.308 -0.40 -1.97 -0.33 -0.14
S -1.034 0.346 1.856 -0.16 -0.11 -2.02 -0.30
H 0.331 -1.298 0.772 -0.32 0.21 -1.05 0.28
H 1.028 0.330 0.405 -1.45 -0.64 -0.01 0.25
H -1.329 1.027 -0.924 1.87 -1.57 0.80 0.33
```
Positions in Å, forces in eV/Å.